Record 1
85
Properties=species:S:1:pos:R:3 method="wB97M-V/def2-TZVPD" homo_ha=-0.2584
Y -0.480 -0.589 -0.372
C -2.816 -4.663 -0.528
O -3.895 -3.726 -0.480
C -3.997 -2.957 0.651
C -5.212 -2.922 1.298
C -5.422 -2.095 2.405
C -4.391 -1.298 2.846
C -3.153 -1.289 2.189
C -2.144 -0.350 2.650
N -1.139 0.030 1.953
N -0.312 0.969 2.585
C 0.384 1.625 1.700
O 0.307 1.497 0.417
C 1.394 2.573 2.263
C 2.655 2.653 1.681
C 3.625 3.489 2.215
C 3.334 4.268 3.326
C 2.074 4.197 3.906
C 1.111 3.348 3.384
C -2.914 -2.138 1.079
O -1.781 -2.167 0.449
H -3.070 -5.372 -1.314
H -2.733 -5.194 0.425
H -1.869 -4.176 -0.751
H -6.004 -3.557 0.918
H -6.380 -2.090 2.908
H -4.527 -0.645 3.701
H -2.280 0.103 3.634
H 2.876 2.042 0.817
H 4.609 3.530 1.764
H 4.086 4.927 3.740
H 1.844 4.804 4.773
H 0.134 3.267 3.843
C 1.600 -4.823 -3.853
S 0.030 -4.087 -4.337
C -0.320 -2.955 -3.032
S 0.744 -2.781 -1.706
N -1.475 -2.383 -3.260
N -1.832 -1.432 -2.350
C -3.074 -1.130 -2.351
C -3.565 -0.083 -1.452
C -4.922 0.223 -1.391
C -5.350 1.227 -0.544
C -4.413 1.918 0.210
C -3.084 1.550 0.101
N -2.663 0.573 -0.701
H 1.811 -5.565 -4.623
H 1.522 -5.306 -2.883
H 2.390 -4.077 -3.830
H -3.777 -1.660 -2.987
H -5.619 -0.346 -1.991
H -6.402 1.469 -0.469
H -4.700 2.713 0.882
H -2.318 2.041 0.690
C 2.245 -1.189 3.020
C 2.456 -0.961 1.557
O 1.525 -1.048 0.774
C 3.792 -0.595 1.024
C 3.978 -0.625 -0.359
C 5.192 -0.233 -0.896
C 6.215 0.201 -0.061
C 6.032 0.231 1.315
C 4.824 -0.177 1.859
H 1.260 -1.623 3.174
H 2.280 -0.221 3.527
H 3.022 -1.827 3.440
H 3.165 -0.953 -0.997
H 5.343 -0.270 -1.967
H 7.162 0.512 -0.483
H 6.829 0.572 1.962
H 4.678 -0.142 2.931
C -0.768 3.067 -2.247
As 0.765 1.992 -2.661
C 2.290 2.860 -1.894
C 0.989 2.018 -4.567
O 0.592 0.417 -2.173
H -0.690 4.047 -2.714
H -0.803 3.156 -1.162
H -1.657 2.548 -2.603
H 2.464 3.818 -2.383
H 3.160 2.215 -2.008
H 2.073 3.004 -0.839
H 1.188 3.030 -4.918
H 0.082 1.631 -5.029
H 1.820 1.362 -4.819


Record 2
84
Properties=species:S:1:pos:R:3 method="wB97M-V/def2-TZVPD" charge=+1 homo_ha=-0.3612
Ba -0.403 -0.334 0.680
O 1.169 1.083 1.370
P 0.535 2.135 0.490
C -1.272 2.314 1.093
P -2.638 1.391 0.179
O -2.174 0.083 -0.476
C -3.532 2.433 -0.955
C -3.619 3.818 -0.812
C -4.416 4.558 -1.675
C -5.129 3.912 -2.677
C -5.045 2.531 -2.819
C -4.251 1.783 -1.961
C -3.722 1.014 1.531
C -3.739 -0.312 1.963
C -4.450 -0.657 3.108
C -5.150 0.311 3.803
C -5.155 1.635 3.360
C -4.438 1.993 2.234
C 0.282 1.579 -1.259
C -0.468 2.386 -2.108
C -0.835 1.905 -3.368
C -0.482 0.625 -3.750
C 0.330 -0.165 -2.924
C 0.749 0.301 -1.703
C 1.376 3.693 0.545
C 1.779 4.148 1.810
C 2.534 5.303 1.912
C 2.904 5.999 0.767
C 2.521 5.545 -0.486
C 1.759 4.392 -0.604
H -1.579 3.361 1.049
H -1.328 2.029 2.152
H -3.061 4.342 -0.045
H -4.483 5.633 -1.564
H -5.754 4.488 -3.346
H -5.599 2.037 -3.607
H -4.178 0.709 -2.075
H -3.216 -1.086 1.421
H -4.443 -1.682 3.452
H -5.694 0.041 4.699
H -5.721 2.382 3.900
H -4.450 3.025 1.899
H -0.781 3.380 -1.817
H -1.422 2.530 -4.029
H -0.803 0.238 -4.708
H 0.654 -1.147 -3.244
H 1.489 -0.270 -1.109
H 1.525 3.591 2.704
H 2.850 5.655 2.885
H 3.504 6.896 0.853
H 2.827 6.080 -1.375
H 1.480 4.038 -1.586
I -0.622 -2.646 2.780
N 0.134 -2.897 -0.724
C 0.316 -4.031 -0.632
N 0.491 -5.337 -0.448
C -0.132 -6.050 0.669
C 0.911 -6.959 1.264
O 1.452 -7.829 0.273
C 2.098 -7.100 -0.761
C 1.136 -6.170 -1.461
H -0.972 -6.640 0.289
H -0.497 -5.324 1.394
H 0.477 -7.592 2.036
H 1.719 -6.362 1.707
H 2.491 -7.832 -1.464
H 2.933 -6.527 -0.342
H 0.377 -6.748 -1.997
H 1.657 -5.531 -2.173
C 6.352 -0.807 -1.387
C 5.348 0.012 -0.577
C 4.419 -0.841 0.237
N 3.159 -0.980 0.011
N 2.530 -1.854 0.913
C 3.374 -2.311 1.783
N 3.004 -3.210 2.747
S 4.979 -1.752 1.584
H 6.943 -0.157 -2.032
H 5.848 -1.541 -2.016
H 7.045 -1.350 -0.740
H 4.717 0.609 -1.237
H 5.877 0.702 0.084
H 2.000 -3.263 2.899
H 3.601 -3.351 3.540


E_tot? In order: -137103.7777, -87655.6875 eV.
HOMO-LUMO gap? In order: 0.25020, 0.26515 Eh.
Energy relative to the best compared isomer or geometry (same formula, charge and spin)? In order: 0.137, 5.014 eV.